*A*
Formula: C5H12N2
Source: OMol25
Level of theory: ωB97M-V/def2-TZVPD

Computed properties:
HOMO energy = -7.087 eV

Cartesian coordinates (Å):
C -1.455 -0.900 1.659
C -1.308 -0.842 0.175
N -2.134 -1.638 -0.551
N -0.314 1.303 0.179
C -0.368 0.007 -0.448
H -2.161 -1.515 -1.552
H -2.965 -2.014 -0.120
H 0.714 1.593 0.023
H -1.050 1.939 -0.109
H -0.438 0.012 -1.542
H -2.435 -0.535 1.979
H -1.360 -1.936 1.997
H -0.700 -0.274 2.125
C 2.372 0.658 -0.069
C 3.057 1.077 -1.124
H 4.057 1.505 -1.072
H 2.820 0.749 0.921
H 1.018 -0.199 -0.339
H 2.648 1.010 -2.131

natural (NBO) population analysis, charges in e, atoms 1 to 8: number 1, C, carries -0.681; number 2, C, carries 0.360; number 3, N, carries -0.767; number 4, N, carries -0.872; number 5, C, carries -0.348; number 6, H, carries 0.397; number 7, H, carries 0.396; number 8, H, carries 0.393

*B*
Formula: C5H12N2
Source: OMol25
Level of theory: ωB97M-V/def2-TZVPD

Computed properties:
HOMO energy = -7.831 eV

Cartesian coordinates (Å):
C 1.751 -0.512 0.626
C 0.511 -1.056 -0.109
C -0.017 -0.026 -1.110
C -0.988 1.015 -0.655
C -1.342 1.213 0.609
N -2.147 2.237 1.090
N 0.791 -2.311 -0.813
H 2.284 -1.269 1.201
H 1.432 0.222 1.379
H 2.416 0.003 -0.069
H -0.191 -1.301 0.661
H 0.849 0.451 -1.603
H -0.377 -0.584 -1.964
H -1.315 1.670 -1.454
H -0.893 0.600 1.382
H -2.787 2.158 1.853
H -2.328 2.977 0.436
H 0.648 -3.115 -0.222
H 1.703 -2.372 -1.237

natural (NBO) population analysis, charges in e, atoms 1 to 8: number 1, C, carries -0.620; number 2, C, carries -0.050; number 3, C, carries -0.432; number 4, C, carries -0.274; number 5, C, carries -0.008; number 6, N, carries -0.838; number 7, N, carries -0.848; number 8, H, carries 0.206

Energies relative to the most stable structure, in kJ/mol: *A* 341.9; *B* 0.0.

*A*
Formula: C5H12N2
Source: OMol25
Level of theory: ωB97M-V/def2-TZVPD

Computed properties:
HOMO energy = -6.537 eV

Cartesian coordinates (Å):
C 1.652 0.463 0.237
C -1.750 0.879 -1.015
C -0.876 -0.142 1.279
C 2.089 -0.922 0.514
N 0.962 0.777 -0.833
C -0.604 -0.059 -0.668
N -0.477 -1.245 -1.169
H 0.830 1.766 -1.002
H 2.019 1.268 0.876
H -1.379 -1.667 -1.381
H -1.755 1.067 -2.094
H -1.719 1.800 -0.433
H -2.701 0.398 -0.792
H 1.331 -1.642 0.205
H -1.939 -0.376 1.304
H -0.721 0.773 1.855
H -0.306 -0.974 1.681
H 2.961 -1.123 -0.121
H 2.384 -1.041 1.557

natural (NBO) population analysis, charges in e, atoms 1 to 8: number 1, C, carries 0.345; number 2, C, carries -0.692; number 3, C, carries -0.793; number 4, C, carries -0.732; number 5, N, carries -0.559; number 6, C, carries 0.463; number 7, N, carries -0.964; number 8, H, carries 0.377

*B*
Formula: C5H12N2
Source: OMol25
Level of theory: ωB97M-V/def2-TZVPD

Computed properties:
HOMO energy = -8.230 eV

Cartesian coordinates (Å):
C -1.159 0.402 -0.864
C 0.838 -2.355 0.783
C -1.438 1.874 -0.584
N 0.658 -0.906 0.938
C 0.993 -0.121 -0.076
N -0.521 -0.562 1.562
C 1.933 0.661 -0.536
H -1.018 -0.146 0.380
H -0.380 0.378 1.936
H -0.595 0.277 -1.786
H -2.086 -0.166 -1.010
H 0.005 -2.771 0.211
H 1.777 -2.547 0.266
H 0.852 -2.799 1.775
H 1.820 1.145 -1.499
H 2.843 0.854 0.025
H -1.962 2.359 -1.413
H -0.508 2.424 -0.420
H -2.054 2.001 0.311

natural (NBO) population analysis, charges in e, atoms 1 to 8: number 1, C, carries -0.655; number 2, C, carries -0.401; number 3, C, carries -0.620; number 4, N, carries -0.231; number 5, C, carries 0.304; number 6, N, carries -0.636; number 7, C, carries -0.514; number 8, H, carries 0.300

*C*
Formula: C5H12N2
Source: OMol25
Level of theory: ωB97M-V/def2-TZVPD

Computed properties:
HOMO energy = -8.213 eV

Cartesian coordinates (Å):
C 0.546 1.474 1.082
C 1.197 0.567 0.010
C 0.606 -0.862 0.009
C -0.672 -0.754 -0.802
C -1.869 -0.985 -0.265
N -3.074 -0.757 -0.986
N 2.644 0.487 0.199
H -0.490 1.662 0.797
H 0.604 1.031 2.073
H 1.076 2.425 1.003
H 1.040 1.055 -0.951
H 0.265 -1.478 0.839
H 1.396 -1.440 -0.484
H -0.738 -0.119 -1.681
H -2.008 -1.302 0.764
H -2.869 -0.821 -1.976
H -3.702 -1.534 -0.803
H 2.974 -0.048 0.988
H 3.074 1.399 0.182

natural (NBO) population analysis, charges in e, atoms 1 to 8: number 1, C, carries -0.621; number 2, C, carries -0.025; number 3, C, carries -0.452; number 4, C, carries -0.268; number 5, C, carries -0.007; number 6, N, carries -0.812; number 7, N, carries -0.857; number 8, H, carries 0.211

Energies relative to the most stable structure, in kJ/mol: *A* 358.8; *B* 414.5; *C* 0.0.

*A*
Formula: C5H12N2
Source: OMol25
Level of theory: ωB97M-V/def2-TZVPD

Computed properties:
HOMO energy = -7.870 eV

Cartesian coordinates (Å):
C -0.120 1.279 -0.028
C 1.052 0.477 0.612
C -2.376 0.169 -1.001
C 2.154 0.152 -0.375
C -1.049 0.131 -0.308
N -0.337 -2.063 0.600
N -0.479 -0.867 0.239
H -1.114 -2.400 1.173
H 0.906 -1.695 1.659
H 0.160 1.874 -0.909
H -0.578 1.975 0.684
H 1.451 1.015 1.474
H 1.170 -0.827 1.632
H -2.278 0.608 -1.997
H -2.796 -0.831 -1.099
H -3.085 0.793 -0.447
H 2.619 1.069 -0.756
H 1.766 -0.399 -1.235
H 2.932 -0.459 0.083

natural (NBO) population analysis, charges in e, atoms 1 to 8: number 1, C, carries -0.465; number 2, C, carries -0.185; number 3, C, carries -0.668; number 4, C, carries -0.645; number 5, C, carries 0.232; number 6, N, carries -0.516; number 7, N, carries -0.086; number 8, H, carries 0.345

*B*
Formula: C5H12N2
Source: OMol25
Level of theory: ωB97M-V/def2-TZVPD

Computed properties:
HOMO energy = -7.376 eV

Cartesian coordinates (Å):
C 1.135 0.086 0.270
C 2.133 1.148 0.317
C 1.525 -1.316 -0.136
C -2.058 1.187 -0.449
C -1.641 -1.214 0.369
N -0.034 0.640 0.116
N -1.237 0.064 -0.110
H 2.112 1.867 -0.597
H 1.884 1.820 1.108
H 3.174 0.858 0.351
H 2.008 -1.387 -1.112
H 0.709 -2.049 -0.404
H 2.281 -1.734 0.518
H -2.736 1.005 -1.350
H -2.599 1.541 0.381
H -1.382 1.939 -0.827
H -1.455 -1.951 -0.484
H -1.087 -1.478 1.244
H -2.732 -1.026 0.796

natural (NBO) population analysis, charges in e, atoms 1 to 8: number 1, C, carries 0.150; number 2, C, carries -0.637; number 3, C, carries -0.688; number 4, C, carries -0.391; number 5, C, carries -0.424; number 6, N, carries -0.243; number 7, N, carries -0.290; number 8, H, carries 0.213

*C*
Formula: C5H12N2
Source: OMol25
Level of theory: ωB97M-V/def2-TZVPD

Computed properties:
HOMO energy = -8.563 eV

Cartesian coordinates (Å):
C -0.017 -0.905 -1.762
C 0.219 -1.162 -0.273
C -0.495 -0.172 0.610
C -1.714 -0.369 1.070
C 1.293 1.073 1.757
N 0.176 1.073 0.811
N 0.325 0.449 -2.138
H -1.050 -1.162 -2.026
H 0.641 -1.565 -2.325
H 1.295 -1.155 -0.118
H -0.185 -2.138 -0.006
H -2.304 -1.219 0.756
H -2.220 0.352 1.706
H 1.643 0.075 2.019
H 2.154 1.598 1.340
H 1.009 1.592 2.672
H -0.502 1.769 1.069
H 0.160 1.188 -1.475
H 0.069 0.684 -3.083

natural (NBO) population analysis, charges in e, atoms 1 to 8: number 1, C, carries -0.190; number 2, C, carries -0.457; number 3, C, carries 0.197; number 4, C, carries -0.477; number 5, C, carries -0.412; number 6, N, carries -0.650; number 7, N, carries -0.875; number 8, H, carries 0.159

*D*
Formula: C5H12N2
Source: OMol25
Level of theory: ωB97M-V/def2-TZVPD

Computed properties:
HOMO energy = -8.696 eV

Cartesian coordinates (Å):
C 0.345 1.248 0.271
C 0.152 0.350 -1.051
C 0.505 -0.163 1.033
C -1.157 0.668 -1.655
C -0.452 -0.418 2.155
N 0.160 -0.864 -0.156
N 1.042 -1.976 -0.343
H 1.231 1.893 0.212
H -0.585 1.662 0.500
H 0.992 0.457 -1.703
H 1.566 -0.311 1.410
H -1.518 -0.203 -2.164
H -1.170 1.542 -2.234
H -1.909 0.886 -0.825
H -1.433 -0.478 1.646
H -0.685 0.310 2.905
H -0.284 -1.443 2.430
H 1.722 -1.736 -1.001
H 0.604 -2.721 -0.887

natural (NBO) population analysis, charges in e, atoms 1 to 8: number 1, C, carries -0.417; number 2, C, carries -0.056; number 3, C, carries -0.028; number 4, C, carries -0.609; number 5, C, carries -0.638; number 6, N, carries -0.306; number 7, N, carries -0.649; number 8, H, carries 0.212

Energies relative to the most stable structure, in kJ/mol: *A* 476.8; *B* 199.9; *C* 0.0; *D* 149.6.

*A*
Formula: C6H14O
Source: OMol25
Level of theory: ωB97M-V/def2-TZVPD

Computed properties:
HOMO energy = -9.135 eV

Cartesian coordinates (Å):
C 0.325 -1.846 -0.003
C -0.569 -0.791 0.689
C -1.443 0.038 -0.237
C -2.770 -0.123 -0.341
C -0.611 1.004 -1.055
C -1.394 1.882 -2.035
H 0.007 -2.886 0.131
H 0.253 -1.760 -1.093
H 1.345 -1.784 0.364
H 0.095 -0.037 1.120
H -1.144 -1.292 1.465
H -3.055 -1.088 0.052
H -3.423 0.641 -0.741
H 0.020 1.641 -0.436
H 0.037 0.375 -1.665
H -1.916 2.668 -1.516
H -0.746 2.334 -2.776
H -2.172 1.302 -2.532
H 5.878 0.567 3.895
H 5.365 -0.455 2.959
O 5.920 -0.389 3.755

natural (NBO) population analysis, charges in e, atoms 1 to 8: number 1, C, carries -0.612; number 2, C, carries -0.443; number 3, C, carries 0.062; number 4, C, carries -0.450; number 5, C, carries -0.448; number 6, C, carries -0.606; number 7, H, carries 0.210; number 8, H, carries 0.206

*B*
Formula: C6H14O
Source: OMol25
Level of theory: ωB97M-V/def2-TZVPD

Computed properties:
HOMO energy = -9.481 eV

Cartesian coordinates (Å):
C -2.793 0.239 -0.932
O -1.619 0.584 -0.247
C -0.815 -0.520 0.061
C 0.618 -0.061 0.481
C 1.285 -1.321 1.128
C 1.397 0.207 -0.878
C 0.957 1.458 0.863
H -3.453 -0.408 -0.332
H -2.570 -0.281 -1.878
H -3.315 1.173 -1.151
H -0.675 -1.151 -0.845
H -1.349 -1.194 0.770
H 0.742 -1.882 1.910
H 2.263 -1.074 1.540
H 1.446 -2.065 0.325
H 0.919 0.979 -1.508
H 1.346 -0.754 -1.338
H 2.454 0.526 -0.777
H 0.026 1.999 0.944
H 1.536 2.082 0.129
H 1.599 1.463 1.733

natural (NBO) population analysis, charges in e, atoms 1 to 8: number 1, C, carries -0.244; number 2, O, carries -0.543; number 3, C, carries -0.051; number 4, C, carries -0.078; number 5, C, carries -0.617; number 6, C, carries -0.590; number 7, C, carries -0.597; number 8, H, carries 0.164

*C*
Formula: C6H14O
Source: OMol25
Level of theory: ωB97M-V/def2-TZVPD

Computed properties:
HOMO energy = -9.496 eV

Cartesian coordinates (Å):
C 0.251 -0.137 3.054
O -2.041 0.535 0.847
C -1.897 -0.564 0.372
C 0.648 0.065 -1.266
C -0.167 -0.162 -2.515
C 0.713 1.488 -0.774
C 1.305 -0.929 -0.665
H 0.829 -0.647 3.829
H -0.770 -0.527 3.038
H 0.217 0.935 3.260
H -2.248 -0.813 -0.652
H -1.386 -1.383 0.916
H -0.309 -1.229 -2.718
H 0.345 0.282 -3.379
H -1.150 0.320 -2.447
H 1.194 1.559 0.208
H -0.293 1.918 -0.691
H 1.280 2.107 -1.482
H 0.715 -0.308 2.079
H 1.948 -0.746 0.195
H 1.262 -1.951 -1.040

natural (NBO) population analysis, charges in e, atoms 1 to 8: number 1, C, carries -0.849; number 2, O, carries -0.514; number 3, C, carries 0.283; number 4, C, carries 0.034; number 5, C, carries -0.653; number 6, C, carries -0.654; number 7, C, carries -0.429; number 8, H, carries 0.208

*D*
Formula: C6H14O
Source: OMol25
Level of theory: ωB97M-V/def2-TZVPD

Computed properties:
HOMO energy (alpha / beta) = -8.508 / -8.505 eV

Cartesian coordinates (Å):
C 2.031 -1.735 0.387
O 1.476 -0.328 -1.224
C 0.816 0.754 -0.888
C -0.653 0.417 0.007
C -1.151 1.798 0.419
C -1.585 -0.286 -0.972
C -0.260 -0.432 1.121
H 1.892 -2.279 1.327
H 2.884 -1.065 0.432
H 1.980 -2.404 -0.473
H 0.392 1.344 -1.739
H 1.385 1.467 -0.255
H -0.480 2.257 1.149
H -2.164 1.788 0.847
H -1.185 2.445 -0.464
H -1.104 -1.190 -1.358
H -1.808 0.377 -1.814
H -2.544 -0.578 -0.523
H 0.848 -1.035 0.679
H -0.775 -1.377 1.286
H 0.004 0.061 2.056

natural (NBO) population analysis, charges in e, atoms 1 to 8: number 1, C, carries -0.477; number 2, O, carries -0.646; number 3, C, carries -0.002; number 4, C, carries -0.102; number 5, C, carries -0.601; number 6, C, carries -0.616; number 7, C, carries -0.404; number 8, H, carries 0.182

Energies relative to the most stable structure, in kJ/mol: *A* 0.0; *B* 99.7; *C* 32.0; *D* 355.9.